No. 1
DFT (the ωB97M-V functional and the def2-TZVPD basis) results for a 4-piece molecular cluster, C23H50N3O5 overall at a distorted geometry.

Last column: Mulliken charge in e.
Positions of all 81 atoms, in Å:
H (-0.18478, 0.63047, -0.55365)  -1.124
O (1.12389, -1.98737, 2.50805)  -0.421
C (3.30353, -1.41943, 1.62747)  -0.469
C (-2.17965, 0.62430, 0.18592)  -0.718
O (-5.58555, 3.24892, 0.16294)  -0.542
H (-0.74245, -2.91711, -5.67974)  0.410
C (-0.14195, -1.59095, 2.06130)  -0.311
H (6.41532, -3.80584, 5.13539)  0.334
H (-5.23178, 5.43165, 1.33349)  0.280
H (7.07024, -4.17845, 2.57601)  0.322
C (3.02145, -1.69084, 0.13718)  -1.411
H (-0.09538, 4.04478, -1.28097)  0.374
H (4.14820, -0.74727, 1.75957)  0.339
H (-1.19759, -3.87939, -2.65268)  0.134
O (6.00557, -1.37410, 3.28501)  -0.520
C (6.78702, -2.78532, 5.03114)  -1.174
H (2.46487, -0.78726, 3.47156)  0.372
H (2.44668, 3.62062, -0.89146)  0.387
H (-1.50578, 3.14594, 0.46937)  0.530
H (0.48968, -4.36025, -2.36553)  0.306
C (2.75941, 0.04779, -1.75433)  -1.494
H (1.98826, 0.64224, -3.65905)  0.543
H (-5.23433, 0.03797, 1.58569)  0.321
H (-2.90215, -2.73021, -0.82078)  0.350
H (2.51815, 2.79339, -2.92801)  0.368
O (1.29613, -2.25771, -3.46421)  -0.492
H (3.62713, -2.36513, 2.06645)  0.312
H (-4.97188, -2.16719, -0.17519)  0.319
H (1.26462, -1.22978, -1.00572)  -0.199
H (-1.60444, -1.95386, -4.46605)  0.277
H (-1.35232, 1.57043, -1.53931)  0.620
C (2.10645, -0.68042, -0.57541)  1.779
H (7.83126, -2.76080, 5.34582)  0.346
C (6.66919, -2.33582, 3.59576)  0.898
C (-0.22632, -4.04897, -3.12272)  -1.074
H (-8.52367, 3.53221, 1.06935)  0.344
H (-0.19848, 2.25091, 1.20883)  0.250
C (-0.61927, -2.19729, -4.86931)  -1.211
H (-0.33390, -4.84272, -3.86290)  0.413
H (-0.15989, -1.29291, -5.26083)  0.304
H (1.67572, 0.04675, 0.11236)  -0.647
H (6.20517, -2.12458, 5.66904)  0.303
H (7.25224, -2.72025, 1.57753)  0.282
H (-8.38970, 4.35115, -0.49493)  0.367
H (2.61599, -2.69225, 0.01443)  0.391
H (-3.86694, 1.60295, -0.49696)  0.323
H (-1.95013, -0.41110, 0.42817)  0.079
H (-0.39365, -0.57128, 2.36871)  0.310
H (-2.37629, 1.12239, 1.13916)  0.409
N (-4.28125, -1.48950, -0.46762)  -0.098
H (-5.75211, 1.06714, 0.39860)  0.215
C (2.12097, -0.96457, 2.44914)  -0.390
N (-5.50041, 0.10395, 0.60693)  -0.549
C (-6.51933, 3.96998, 0.46524)  0.805
C (-0.59587, 2.57715, 0.24530)  -0.699
H (0.75509, 0.35569, -2.47498)  0.010
H (-6.68515, 6.09711, 0.56046)  0.350
H (1.69214, -0.02295, 2.10431)  0.033
H (8.48658, -3.13383, 2.78527)  0.387
H (3.20001, -0.73246, -2.37447)  0.652
C (-6.29512, 5.27880, 1.16685)  -1.131
H (-0.88575, -2.25936, 2.49528)  0.329
C (1.73654, 0.80957, -2.61127)  -0.234
C (7.41821, -3.14434, 2.56502)  -1.167
C (-1.01765, 1.32696, -0.53390)  1.242
C (0.38058, 3.50319, -0.46307)  -1.276
H (-7.97013, 2.63309, -0.36040)  0.285
H (3.57354, 0.69315, -1.41969)  0.496
O (-3.23615, -1.92558, -1.23833)  -0.226
H (-0.20740, -1.67249, 0.96780)  -0.043
H (0.66162, 4.26118, 0.27108)  0.376
C (1.69087, 2.32426, -2.39860)  -1.283
C (-7.94134, 3.59416, 0.14904)  -1.130
H (2.00248, 2.08608, -0.22845)  0.151
C (0.25666, -2.77952, -3.78650)  0.948
H (-6.81453, 5.27848, 2.12606)  0.356
H (3.98274, -1.66979, -0.37790)  0.450
H (0.78682, 2.69680, -2.88964)  0.441
C (-4.38844, -0.22480, -0.17272)  0.314
C (1.68271, 2.84451, -0.94295)  -0.293
N (-3.45479, 0.67887, -0.62180)  -0.215

Values from the calculation:
- charge = +1
- LUMO (eV) = -3.1
- HOMO-LUMO gap (eV) = 7.9
- energy above the lowest of the compared OMol25 structures with the same formula, charge and spin (eV) = 2.6593


No. 2
DFT (the ωB97M-V functional and the def2-TZVPD basis) results for a 15-piece molecular cluster, C23H51BCl28N2O2P overall at a distorted geometry.

Last column: Mulliken charge in e.
Positions of all 108 atoms, in Å:
Cl (-3.29840, -2.08557, 2.10887)  -0.157
H (0.95542, 4.36697, -1.12553)  -0.098
H (1.77281, -3.52143, -0.53400)  0.555
Cl (-1.41127, 5.72994, 1.24700)  -0.008
Cl (-2.98875, 1.80541, -2.98227)  -0.176
H (0.77997, -2.74531, -5.61700)  0.330
C (-1.36290, 6.99194, -8.36344)  0.049
Cl (-1.60455, -4.41510, 2.65511)  -0.245
Cl (-2.42946, 6.19163, -9.52246)  -0.149
Cl (-0.31502, -1.36213, 5.89628)  -0.137
H (2.69411, -0.79292, -0.10117)  1.069
H (-1.04097, -6.88424, -4.44877)  0.267
Cl (0.34331, 6.67535, -8.70457)  -0.156
H (-0.94680, 8.02669, 1.07591)  0.101
H (-1.53390, 8.06007, -8.41557)  0.269
H (1.81419, 1.98761, -3.33496)  -0.126
H (-0.13118, 9.12481, 5.28221)  0.281
H (2.53050, -4.03345, 4.50561)  0.015
Cl (-1.07746, 7.35715, -1.17777)  -0.147
C (0.08620, 9.18640, 4.22341)  -0.264
C (1.78689, -1.32690, -0.36649)  -0.418
H (0.26036, -3.66476, 1.01035)  0.160
H (-2.61075, 7.63229, 0.58055)  0.302
C (-2.05944, -2.78031, 3.16549)  1.148
C (7.01080, -4.06482, 2.85197)  0.492
H (-2.02237, -0.74836, -2.05227)  0.402
N (1.52543, -1.23370, -1.85359)  0.716
Cl (3.61102, -5.64236, 3.16315)  -0.174
C (-0.39497, -1.93272, -3.98768)  -0.383
C (1.21483, 4.75294, -2.10589)  0.146
Cl (-1.37408, 2.80378, 2.73354)  -0.166
Cl (-1.75624, 3.38514, -0.84676)  0.094
H (-1.59056, 6.61909, -7.37322)  -0.006
Cl (-6.41611, -4.64225, 3.79744)  -0.149
H (-1.04599, -0.57785, -0.55798)  -0.023
C (-3.81354, -2.17476, 8.21980)  -0.371
C (3.23799, -4.83242, 4.69688)  -0.028
H (2.81438, -5.56419, 5.37305)  0.369
Cl (7.67604, -5.23295, 1.70676)  -0.152
B (1.36451, 0.25838, -2.21720)  0.129
H (2.83934, -3.76767, 1.73941)  -0.237
H (-3.33299, 1.65453, -0.65645)  0.351
H (-0.22386, 0.69242, 4.76491)  -0.641
H (-1.19469, -7.89360, -2.98888)  0.339
Cl (-4.36341, 5.78148, -2.45032)  -0.171
Cl (-3.43822, -2.68791, 6.56352)  -0.114
H (3.85443, -4.37728, -0.27424)  0.237
C (2.00589, 0.92983, -3.46034)  -0.430
C (-1.57075, 7.33504, 0.52497)  -0.242
H (-2.01004, -2.01467, -0.82551)  0.416
P (-0.06232, -2.15640, -2.18874)  0.476
H (-0.68164, -3.70484, -5.24134)  0.262
Cl (1.04245, -7.61582, -3.65255)  -0.150
H (-2.42550, 5.21245, -3.64393)  -0.275
H (0.86483, 2.22684, 2.32287)  0.454
Cl (6.92579, -2.43489, 2.15679)  -0.169
H (-5.68586, -5.17328, 1.63040)  0.270
H (3.07685, 0.78240, -3.56334)  0.376
H (4.61749, -2.28735, -2.92537)  0.348
H (-1.48193, -1.95080, -4.03796)  0.605
Cl (-2.41170, -1.52364, 9.06781)  -0.137
C (3.11333, -2.98879, 1.02556)  -0.537
Cl (-3.46726, 6.76390, -5.06452)  -0.169
H (6.01009, -4.37365, 3.11382)  -0.502
H (5.03300, -3.60843, 0.58592)  0.069
H (-4.03454, 3.14421, -1.34018)  0.402
O (0.72026, -2.82766, 1.12224)  -0.177
O (0.57371, 0.98634, -1.37650)  0.025
Cl (-1.38342, 9.69352, 3.38119)  -0.144
H (0.97336, -0.82425, 0.13998)  -0.736
Cl (-0.76129, -5.63772, -2.47303)  -0.042
C (-0.08542, 1.96902, 1.87013)  0.039
H (3.45569, -2.08409, 1.52139)  0.541
H (-2.45631, -2.82925, 4.17126)  -0.463
H (-0.00135, -0.99468, -4.36954)  0.244
Cl (-0.28531, 0.20598, 1.95544)  0.091
C (-0.63443, -7.10098, -3.46863)  -0.384
Cl (4.68321, -4.13466, 5.43344)  -0.148
Cl (-7.75707, -4.13733, 1.23462)  -0.165
H (-1.18006, -2.15074, 3.13039)  -0.282
C (3.88533, -1.70461, -2.39127)  -1.241
H (-0.10723, 2.26091, 0.82651)  -0.439
H (2.28579, -2.46566, -3.48761)  0.113
H (-0.14261, 1.43238, -1.85055)  -0.098
Cl (0.13346, 4.01309, -3.30050)  -0.197
C (-6.21104, -4.33393, 2.06965)  0.086
H (1.52835, 0.62991, -4.39597)  0.293
C (-0.20890, 0.40606, 5.80923)  0.608
H (1.07762, 5.82427, -2.13624)  0.300
C (-1.40084, -1.26228, -1.32037)  -0.880
H (-5.63918, -3.42243, 1.95868)  -0.039
Cl (0.66344, 7.60364, 3.67930)  -0.125
N (4.14549, -3.49223, 0.11736)  -0.343
Cl (2.91747, 4.39231, -2.41931)  -0.159
C (-3.18214, 2.47569, -1.34696)  -0.619
H (-4.58013, -1.41177, 8.17158)  0.281
H (0.71652, 0.71475, 6.27983)  0.323
H (0.86095, 9.91849, 4.03382)  0.278
C (2.59224, -1.86600, -2.64499)  0.062
C (-3.45254, 5.41803, -3.92233)  0.307
H (-4.16863, -3.04061, 8.76412)  0.312
H (7.64232, -4.03370, 3.73116)  0.329
C (0.13227, -3.12213, -4.83020)  -1.240
Cl (-1.55282, 1.20763, 6.61921)  -0.154
H (0.75331, -3.76661, -4.21307)  0.357
C (1.83045, -2.73974, 0.22149)  -0.271
H (-3.89827, 4.55373, -4.39933)  0.319
H (4.26488, -0.98389, -1.68272)  0.248

Values from the calculation:
- charge = +1
- LUMO (eV) = -2.1
- HOMO-LUMO gap (eV) = 9.5
- energy above the lowest of the compared OMol25 structures with the same formula, charge and spin (eV) = 0.0000


No. 3
DFT (the ωB97M-V functional and the def2-TZVPD basis) results for a 3-piece molecular cluster, C23H51BN5O overall at a distorted geometry.

Last column: Mulliken charge in e.
Positions of all 81 atoms, in Å:
C (1.86737, -8.63935, -2.79860)  -0.964
H (1.37127, 0.85639, 3.99819)  0.446
H (-0.44023, 7.29349, -0.59732)  0.532
H (-0.23032, -6.35448, -1.15737)  0.207
C (-0.17175, 6.27683, -0.30147)  -0.512
H (2.59191, 5.29254, 1.34684)  0.328
H (-1.47411, -4.20353, -0.00156)  0.256
H (2.35991, -9.46956, -3.30739)  0.395
C (-4.35350, 3.03813, 1.62670)  -0.469
H (1.92061, -4.95482, -0.67321)  0.344
N (-4.46532, 2.72516, 0.35942)  0.144
H (2.72232, -6.44470, -0.30419)  0.373
H (-5.03909, 3.76061, 2.04284)  0.516
H (0.96424, 4.85336, 1.74223)  0.192
H (3.31103, -7.31814, -3.67739)  0.417
C (-2.79027, 1.21413, 0.40469)  -0.411
H (0.06471, 0.27557, 0.33943)  0.442
H (0.40490, -6.17278, -3.30286)  0.254
H (-2.22435, 5.84586, 0.18578)  0.478
H (3.06732, 7.31055, -2.38426)  0.395
N (-0.06367, 1.54201, 2.56230)  0.769
H (-0.44267, -2.15635, -0.29147)  0.245
H (-0.44977, 1.56094, -0.74913)  0.453
H (1.79922, 2.96865, 0.62117)  0.114
H (-0.22362, 2.51157, 4.46353)  0.355
H (1.64921, 6.27405, -2.44071)  0.267
N (2.29470, -6.16160, -2.30852)  0.086
C (1.92079, -6.02218, -0.91422)  -0.740
C (-1.23829, 5.74708, 0.64633)  -0.864
H (-0.60150, -1.74514, 1.43889)  -0.463
H (0.79853, 3.73732, -0.60530)  0.063
H (3.16563, 5.67663, -1.75337)  0.230
C (2.51484, 6.54649, -1.83564)  -0.945
H (0.97188, -8.39258, -3.37012)  0.275
C (1.35172, -5.61035, -3.26283)  -0.393
C (1.61564, 5.09853, 0.89709)  -0.708
C (-1.56257, -3.57062, 0.87782)  -1.394
H (-2.93307, -1.13814, 1.16324)  0.377
H (0.81231, -0.38032, 2.88453)  0.349
H (-0.87687, 3.44411, 3.09058)  0.319
C (0.57499, -6.60732, -0.46531)  -0.823
H (-0.19204, 5.67199, -1.22319)  0.242
H (-5.17025, 3.17748, -0.20952)  0.252
C (-2.03955, 0.16382, -0.35027)  0.654
C (-2.53357, 1.51005, 1.77377)  0.834
H (-2.45142, 0.12951, -1.35644)  0.459
H (1.80177, -5.69833, -4.25462)  0.484
H (-2.49426, -0.45707, 3.48625)  0.350
C (-1.11886, -2.12845, 0.55903)  0.675
H (1.91230, 0.86758, 2.31388)  0.262
O (-1.57346, -0.17380, 3.46770)  -0.615
C (1.06218, 0.67500, 2.96842)  -1.202
H (-1.08403, 4.68852, 0.87762)  -0.210
H (0.42390, -3.75130, -3.82139)  0.475
H (-0.94121, -3.99198, 1.66598)  0.409
C (2.83302, -7.45257, -2.70251)  -0.712
B (-1.34300, 0.88849, 2.65564)  0.045
N (-3.72707, 1.82962, -0.28670)  -0.588
H (3.64272, -7.70567, -2.01340)  0.359
H (3.00425, 7.22362, 0.14933)  0.380
C (1.03550, -4.14333, -3.00748)  -1.068
H (1.56154, -9.00031, -1.81734)  0.228
C (-0.55028, 0.49797, -0.52501)  -1.920
C (-2.32852, -1.25249, 0.25936)  -0.990
H (0.86738, 3.27652, 3.30246)  0.428
H (0.60449, -7.68982, -0.35600)  0.303
H (-2.58577, -3.59748, 1.25262)  0.438
C (-3.36007, 2.43781, 2.38195)  -0.349
H (0.47699, -4.00104, -2.07952)  -0.107
H (-2.96428, -1.78995, -0.44543)  0.381
H (-0.17434, -0.02683, -1.39968)  0.466
C (-0.08673, 2.76526, 3.40849)  -1.391
H (1.70032, 8.09995, -0.59791)  0.435
H (0.31131, -6.19243, 0.51015)  0.288
C (2.10883, 7.09424, -0.46326)  -0.762
H (1.95214, -3.55445, -2.95286)  0.340
H (-3.27144, 2.71093, 3.42308)  0.502
H (-1.24185, 6.30971, 1.58125)  0.318
H (2.55876, 3.88333, -0.67330)  0.339
C (1.70133, 3.86071, -0.00324)  -0.462
N (1.13919, 6.33716, 0.31271)  0.091

Values from the calculation:
- charge = +1
- LUMO (eV) = -4.6
- HOMO-LUMO gap (eV) = 4.9